# 1
ORCA calculation (wB97M-V/def2-TZVPD) on C35H62ClN5P3RhS2 as an isolated structure.

Each line ends with the Löwdin spin population.
Element x y z (Å)
C1 -2.83 2.17 -0.36  0.025
C2 1.43 0.36 2.39  0.130
H1 -0.59 3.21 -2.74  0.000
H2 6.97 1.77 2.30  0.001
C3 4.95 2.08 3.07  0.002
H3 -1.37 -0.59 -1.90  0.001
C4 0.81 -3.01 -1.51  0.073
H4 3.69 -1.75 -1.56  0.000
H5 0.05 -1.15 -5.25  0.003
H6 3.02 -2.15 -3.16  0.002
H7 5.32 2.95 3.62  0.000
H8 -1.05 -2.61 4.47  0.000
C5 0.67 0.81 -3.33  0.001
H9 -2.30 4.75 -1.79  0.000
S1 5.40 0.42 1.06  0.017
C6 -2.72 1.98 -1.88  0.002
C7 -1.57 5.15 -1.10  0.004
H10 -1.57 -4.90 1.65  0.000
H11 -2.96 -1.71 1.24  0.001
H12 0.90 3.16 2.01  0.002
H13 4.28 1.51 3.71  0.001
C8 0.82 -3.71 2.65  0.001
H14 -3.13 4.51 1.88  0.000
H15 -0.11 -1.36 3.67  0.000
C9 0.38 -0.69 -3.20  0.029
C10 0.61 -5.07 -2.49  0.034
H16 0.35 5.36 0.90  0.000
H17 0.65 4.45 -2.53  0.000
H18 -2.09 5.56 -0.23  0.000
H19 -2.64 -3.81 2.57  0.000
H20 -1.61 -6.98 -0.75  0.000
H21 -2.58 -1.67 -0.49  0.001
H22 -4.25 3.11 1.01  0.000
C11 -3.99 3.11 -0.05  0.005
C12 2.48 -1.43 0.67  0.008
H23 1.62 -3.00 2.51  0.000
C13 0.79 -1.41 -4.49  0.010
C14 -0.48 4.13 -0.74  0.024
H24 -1.88 2.31 3.91  0.000
H25 -2.69 -3.23 0.33  0.007
H26 1.74 1.02 -3.37  0.000
H27 0.89 2.85 -1.84  0.001
H28 -4.87 2.73 -0.58  0.002
H29 -1.88 1.36 -2.16  0.001
S2 3.18 1.70 -0.46  0.045
Rh1 0.99 -0.15 0.34  1.373
N1 -0.65 -4.59 -0.44  0.272
H30 -1.07 5.98 -1.60  0.001
H31 0.58 -7.94 -4.32  0.002
C15 -0.91 -2.08 3.52  0.002
C16 -0.91 -6.71 -1.53  0.043
C17 -2.02 2.13 2.84  0.002
H32 -3.09 2.10 2.65  0.000
H33 -2.66 2.92 -2.43  0.000
N2 3.36 -2.16 0.86  0.037
C18 6.08 1.20 2.55  0.002
C19 0.14 3.60 -2.04  0.002
P1 -1.15 2.70 0.29  0.123
H34 -3.84 4.14 -0.36  0.000
C20 -0.57 -3.11 2.43  0.027
P2 1.34 -1.31 -1.74  0.096
H35 1.90 1.32 2.30  0.008
H36 0.21 1.19 -4.25  0.000
C21 -1.11 -0.91 -2.91  0.004
H37 1.63 -5.69 -4.26  0.000
H38 1.04 5.61 -0.70  0.000
H39 -3.83 0.27 -0.46  0.000
H40 3.38 -0.45 -2.72  0.000
H41 -2.26 0.17 0.32  0.001
C22 -0.31 -5.44 -1.48  0.034
C23 -0.06 -3.38 -0.49  0.084
H42 -1.38 -1.96 -3.01  0.001
Cl1 2.47 -0.54 3.52  0.022
H43 -1.70 -0.32 -3.62  0.000
H44 0.25 1.34 -2.49  0.000
H45 1.76 -1.07 -4.84  0.000
C24 -2.11 4.55 2.27  0.002
H46 0.46 0.44 2.86  0.006
C25 4.23 1.65 0.84  0.037
H47 -3.63 0.84 1.20  0.000
H48 0.81 -2.49 -4.36  0.001
C26 0.66 4.85 -0.01  0.001
C27 -1.63 -4.22 2.50  0.009
N3 1.20 -3.82 -2.51  0.263
N4 -0.23 1.34 0.22  0.698
N5 4.24 2.52 1.86  0.025
H49 6.33 0.42 3.27  0.000
H50 -1.62 5.43 1.85  0.000
C28 -3.15 0.78 0.22  0.006
H51 -2.19 4.72 3.35  0.001
C29 0.92 -5.99 -3.50  0.042
H52 3.50 3.20 1.90  0.000
C30 0.32 -7.24 -3.53  0.050
H53 -1.60 1.14 2.62  0.001
C31 -2.39 -2.19 0.45  0.037
H54 -3.63 1.47 -2.22  0.000
H55 0.20 2.88 3.59  0.001
H56 -1.44 -4.79 3.42  0.002
H57 -1.84 -1.55 3.30  0.000
H58 0.98 -4.55 1.97  0.000
C32 -0.59 -7.60 -2.54  0.048
H59 1.49 4.17 0.19  0.000
P3 -0.59 -2.21 0.80  0.168
C33 0.09 3.46 2.68  0.004
H60 -1.06 -8.58 -2.57  0.002
C34 3.03 -1.42 -2.36  0.010
C35 -1.32 3.26 2.06  0.013
H61 0.25 4.51 2.93  0.000
H62 0.88 -4.08 3.68  0.000

Results
- LUMO level (spin up / spin down) (Ha) = 0.004 / -0.065
- energy relative to the best compared isomer or geometry (same formula, charge and spin) (kcal/mol) = 17.7
- multiplicity = 5
- expectation value of S² = 6.041

***

# 2
ORCA calculation (wB97M-V/def2-TZVPD) on one molecule with the formula C3H6N4 in a non-equilibrium geometry.

Each line ends with the Löwdin charge.
Element x y z (Å)
H1 -2.71 -1.49 0.78  0.099
N1 0.98 1.09 -0.04  -0.052
N2 -1.86 -0.92 0.87  0.191
C1 -1.17 -0.64 -0.08  -0.104
C2 0.13 1.11 -1.05  -0.208
C3 -0.68 -0.15 -1.34  -0.194
H2 -1.50 0.08 -2.01  0.123
H3 -0.04 -0.93 -1.78  0.125
N3 1.89 -0.25 1.55  -0.010
H4 2.67 0.39 1.40  0.066
H5 1.59 -0.44 2.49  0.062
H6 -0.09 2.04 -1.56  0.075
N4 0.78 0.11 0.78  -0.174

Results
- LUMO level (spin up / spin down) (Ha) = 0.016 / 0.016
- energy relative to the best compared isomer or geometry (same formula, charge and spin) (kcal/mol) = 128.7
- multiplicity = 1

***

# 3
ORCA calculation (wB97M-V/def2-TZVPD) on C14H21O13Pt as an isolated structure in a non-equilibrium geometry.

Each line ends with the Löwdin spin population.
Element x y z (Å)
C1 1.53 3.62 3.17  0.000
C2 2.91 -5.51 2.73  0.000
H1 -2.41 2.49 -6.36  0.000
Pt1 -0.75 1.29 -0.15  0.996
C3 1.68 -3.93 1.81  0.000
H2 -1.40 4.01 -6.42  0.000
H3 5.32 1.55 -4.06  0.000
O1 3.75 3.30 -2.79  0.000
H4 -4.20 -4.39 -0.55  0.000
C4 2.44 4.11 4.32  0.000
O2 0.64 2.75 3.36  0.002
O3 2.20 -4.66 0.86  0.000
H5 3.76 -5.97 0.75  0.000
O4 -4.38 3.45 0.99  0.732
H6 3.13 -7.36 3.82  0.000
C5 -1.65 3.10 -5.87  0.000
H7 4.01 1.72 -5.16  0.000
O5 0.92 -3.04 1.67  0.000
C6 -4.80 4.85 2.84  0.026
H8 -0.70 2.58 -5.77  0.000
C7 -2.18 3.73 -4.61  0.000
O6 -5.82 4.99 0.65  0.201
O7 -4.77 -1.99 -1.56  0.000
O8 2.74 1.44 -2.37  -0.006
H9 3.96 -5.44 3.00  0.000
C8 -5.02 4.44 1.43  0.032
O9 2.22 -4.35 2.89  0.000
H10 1.39 -7.05 3.21  0.000
C9 -3.53 -4.14 -1.37  0.000
H11 -2.60 -4.34 -0.83  0.000
O10 -2.67 -2.00 -1.83  0.003
H12 2.01 -6.64 0.95  0.000
H13 -3.60 -4.76 -2.27  0.000
O11 1.51 4.35 2.14  0.002
H14 3.40 3.66 4.06  0.000
H15 -3.78 4.90 3.23  0.002
H16 2.80 5.14 4.28  0.000
H17 -5.37 4.16 3.46  -0.001
C10 3.56 2.10 -3.09  0.000
O12 -3.31 4.21 -4.47  0.000
C11 2.31 -6.66 3.64  0.000
H18 -5.14 5.88 2.86  0.008
H19 3.89 0.30 -4.21  0.000
O13 -1.39 3.70 -3.65  0.003
C12 4.26 1.32 -4.18  0.000
C13 -3.70 -2.60 -1.62  0.000
H20 2.02 -6.23 4.60  0.000
H21 2.01 3.82 5.28  0.000
C14 2.78 -5.91 1.22  0.000

Results
- LUMO level (spin up / spin down) (Ha) = 0.144 / 0.100
- multiplicity = 3
- net charge = -3
- expectation value of S² = 2.031

***

# 4
ORCA calculation (wB97M-V/def2-TZVPD) on a 6-piece molecular cluster, C6H25NO6 overall in a non-equilibrium geometry.

Each line ends with the Löwdin charge.
Element x y z (Å)
N1 -0.12 -0.72 -0.38  -0.057
H1 1.24 -1.54 1.15  0.105
H2 -0.68 -0.60 3.95  0.119
C1 0.21 -1.54 0.79  -0.239
H3 1.44 0.49 -0.98  0.070
H4 -1.78 -1.25 1.52  0.097
H5 0.68 -0.15 2.78  0.109
C2 0.56 0.58 -0.32  -0.254
H6 -0.58 0.88 -2.74  0.077
H7 3.80 -0.31 -0.72  0.003
H8 -3.31 1.49 0.53  0.046
C3 -0.39 -0.32 2.93  -0.218
H9 -0.94 1.24 1.96  0.060
H10 -2.92 1.23 2.00  0.040
O1 1.48 -2.15 -2.36  -0.059
O2 -3.30 -0.55 -1.26  -0.059
H11 1.46 -1.75 -3.24  0.038
H12 0.17 -2.59 0.36  0.118
O3 3.62 -0.97 -0.04  -0.064
H13 0.53 -2.16 -2.18  0.023
H14 -0.92 2.54 -2.76  0.075
H15 2.62 1.54 -1.42  -0.004
H16 3.58 1.49 -0.28  0.048
H17 -3.18 -1.43 -1.61  0.043
H18 -3.52 -0.43 -0.33  0.000
H19 -1.11 -0.54 -0.46  0.067
H20 -0.70 -2.36 2.55  0.113
H21 -1.26 1.64 -0.53  0.085
C4 -0.19 1.83 -2.37  -0.091
O4 -3.34 0.82 1.22  -0.064
H22 2.86 -1.44 -0.40  0.004
O5 -1.18 0.88 2.82  -0.103
C5 -0.80 -1.45 1.95  -0.139
H23 0.79 2.11 -2.76  0.072
H24 0.15 2.67 -0.30  0.113
O6 3.56 1.65 -1.23  -0.053
H25 0.89 0.78 0.72  0.113
C6 -0.22 1.80 -0.85  -0.234

Results
- SMILES string = CCCNCCCO.O.O.O.O.O
- LUMO level (Ha) = 0.015
- energy relative to the best compared isomer or geometry (same formula, charge and spin) (kcal/mol) = 49.6
- multiplicity = 1

***

# 5
ORCA calculation (wB97M-V/def2-TZVPD) on a 2-piece molecular cluster, C4H11OS overall in a non-equilibrium geometry.

Each line ends with the Löwdin charge.
Element x y z (Å)
H1 0.94 0.02 -3.01  0.042
H2 0.32 -1.11 1.44  0.107
C1 1.69 0.94 -1.09  -0.852
H3 2.75 0.90 -1.36  0.010
O1 -0.88 0.53 0.99  -0.122
C2 0.81 0.88 -2.35  -0.252
H4 -2.27 -0.62 2.63  0.071
H5 -1.35 -2.01 2.99  0.060
H6 -2.39 -2.14 1.66  0.058
H7 -0.26 0.96 -2.13  0.046
C3 -1.71 -1.42 2.14  -0.104
H8 -0.07 0.85 0.55  -0.025
S1 1.59 2.58 -0.32  0.141
H9 -0.93 -1.30 0.15  0.102
C4 -0.71 -0.88 1.14  -0.338
H10 1.49 0.03 -0.51  0.023
H11 0.98 1.79 -2.92  0.033

Results
- LUMO level (Ha) = 0.135
- energy relative to the best compared isomer or geometry (same formula, charge and spin) (kcal/mol) = 18.1
- multiplicity = 1
- net charge = -1

***

# 6
ORCA calculation (wB97M-V/def2-TZVPD) on C42H66GeIrN4OP3 as an isolated structure in a non-equilibrium geometry.

Each line ends with the Löwdin spin population.
Element x y z (Å)
H1 -1.67 5.29 0.81  0.001
C1 -3.98 2.52 1.57  0.006
H2 2.19 -2.71 1.69  0.000
C2 -0.56 -3.32 0.52  0.024
H3 -0.65 4.25 -2.73  0.001
C3 5.00 0.36 0.85  0.007
H4 -4.08 3.02 -1.12  0.000
C4 -1.45 -3.63 5.87  0.007
C5 -0.25 -1.29 5.03  0.013
H5 -2.95 -3.07 -1.40  0.001
H6 -2.01 2.08 8.09  0.007
H7 -3.19 0.75 0.69  0.005
C6 -0.97 2.88 2.02  0.060
H8 5.61 1.26 0.78  0.001
H9 0.34 -4.78 -0.78  0.000
C7 -1.11 3.78 -0.67  0.024
H10 -4.85 -1.33 0.22  0.000
C8 -4.37 -1.65 -0.71  0.003
H11 1.05 -1.51 6.70  0.000
H12 -0.04 3.98 -0.49  0.001
H13 5.42 -0.38 0.18  0.000
C9 -1.87 3.06 4.85  0.094
P1 -1.37 2.22 0.33  0.150
H14 2.72 -2.82 -2.82  0.001
H15 1.87 -1.30 -2.54  0.006
C10 3.50 1.00 6.11  0.007
H16 -2.23 3.86 4.22  0.005
C11 -1.28 -1.85 4.24  0.010
H17 3.56 1.15 -0.53  0.001
H18 -1.76 3.57 2.31  0.009
C12 -2.18 3.08 6.19  0.003
H19 -0.42 -3.60 2.68  0.000
C13 0.22 -1.94 6.16  0.002
H20 4.03 -1.11 -1.46  0.001
C14 -0.37 -3.12 6.57  0.009
C15 -0.98 1.03 6.53  -0.017
H21 -5.15 -2.06 -1.35  0.000
H22 1.46 2.54 -3.12  0.003
H23 -5.02 2.21 1.52  0.001
H24 3.90 1.60 6.91  0.000
H25 1.50 1.55 -1.63  0.019
C16 -1.91 -3.00 4.72  0.005
H26 -2.31 3.72 -2.49  0.000
C17 4.34 0.20 5.34  0.003
C18 2.98 1.75 1.44  0.009
C19 -0.35 0.12 -2.36  0.690
H27 0.40 -2.78 0.54  0.009
C20 -2.46 -1.73 2.12  0.009
Ge1 -0.05 0.02 2.48  0.065
O1 0.55 0.71 -3.25  0.196
H28 -3.28 1.55 -1.68  0.002
C21 -1.90 5.01 -0.21  0.009
H29 -3.92 -0.80 -1.21  0.002
Ir1 -0.18 -0.02 -0.15  1.968
H30 -1.11 -0.68 -4.18  0.002
H31 3.04 1.41 2.47  0.001
H32 -0.60 -3.55 -1.63  0.001
N1 1.86 -1.14 2.96  0.066
C22 1.60 0.17 4.88  0.016
C23 -0.56 -4.18 -0.74  0.001
H33 4.52 -1.19 3.75  0.001
P2 2.39 -0.74 0.28  0.160
H34 3.39 -3.74 -0.03  0.000
C24 3.56 0.71 0.48  0.021
H35 2.53 1.14 -3.03  0.003
C25 -1.28 3.55 -2.17  0.010
H36 -1.00 2.53 -2.45  0.009
H37 1.47 1.55 6.51  -0.001
H38 -1.95 -4.52 6.21  0.000
C26 2.59 -1.71 1.89  0.014
H39 0.17 -4.94 1.71  0.001
H40 -0.01 -3.63 7.45  0.000
N2 -1.52 -1.21 3.06  0.027
C27 1.56 1.53 -2.73  0.029
C28 -0.64 1.02 5.19  0.130
H41 -2.83 -2.72 2.42  0.003
C29 2.13 0.97 5.88  0.000
P3 -1.81 -1.92 0.38  0.115
H42 -1.65 5.85 -0.85  0.002
H43 5.07 0.00 1.87  0.000
C30 2.28 -2.18 -2.05  0.016
N3 -0.78 1.85 3.00  0.410
H44 -4.67 -4.37 -0.32  0.002
H45 4.56 -3.48 -1.31  0.001
C31 -1.11 2.01 4.30  0.056
H46 -3.33 -1.05 2.05  0.001
H47 -2.78 3.89 6.58  -0.002
C32 4.05 -3.00 -0.47  0.006
H48 -1.51 -1.64 -2.74  0.016
H49 5.40 0.17 5.55  0.000
C33 3.84 -0.57 4.31  0.006
N4 0.21 0.00 4.63  0.029
C34 3.30 -1.78 -1.00  0.026
H50 -4.85 1.47 -0.87  0.000
H51 -2.76 -3.43 4.21  0.000
C35 2.46 -0.56 4.00  0.009
C36 -0.60 -4.18 1.78  0.005
C37 -3.20 1.82 0.46  0.022
H52 -0.65 0.23 7.18  -0.003
C38 -1.75 2.06 7.04  0.138
C39 -1.40 -0.63 -3.13  0.107
H53 -3.96 3.60 1.46  0.000
H54 3.66 -1.80 2.08  0.007
H55 -3.18 -4.66 0.55  0.000
H56 3.53 2.68 1.37  0.000
H57 -4.41 -3.59 1.23  0.000
H58 4.81 -2.74 0.27  0.000
C40 -3.31 -2.72 -0.43  0.030
H59 -2.97 4.84 -0.30  0.000
C41 -3.90 1.98 -0.89  0.002
H60 -3.60 2.26 2.55  0.000
H61 -1.55 -4.70 1.90  0.000
H62 1.45 -2.72 -1.60  0.005
H63 -0.04 3.46 1.91  0.022
C42 -3.92 -3.90 0.31  0.009
H64 1.93 1.96 1.21  0.008
H65 -2.38 -0.14 -3.07  0.027
H66 -1.41 -4.85 -0.76  0.000

Results
- LUMO level (spin up / spin down) (Ha) = -0.070 / -0.199
- multiplicity = 6
- net charge = +1
- expectation value of S² = 8.803

***

# 7
ORCA calculation (wB97M-V/def2-TZVPD) on C23H25FHgN4O6 as an isolated structure in a non-equilibrium geometry.

Each line ends with the Löwdin spin population.
Element x y z (Å)
C1 2.49 6.59 -5.48  0.000
C2 1.27 -0.93 3.75  0.000
H1 -2.67 -2.81 4.32  0.000
Hg1 1.80 0.17 -3.26  0.640
H2 -3.25 -6.95 1.71  0.000
C3 1.60 0.54 0.38  -0.001
H3 2.54 8.41 -4.32  0.000
H4 -1.22 -4.90 4.15  0.000
C4 2.69 -0.70 4.16  0.000
O1 0.55 5.01 -2.86  0.001
H5 -1.71 -6.05 1.83  0.000
C5 1.68 0.33 1.75  0.003
C6 -0.22 -1.12 1.78  0.000
C7 -3.49 -4.77 1.70  0.000
C8 -1.05 -2.05 2.41  0.000
H6 2.40 0.87 2.37  0.001
H7 3.37 6.08 -5.90  0.000
C9 -2.39 -2.22 0.43  0.001
H8 -3.40 -4.62 0.63  0.000
H9 2.01 7.23 -6.24  0.000
C10 0.69 4.74 -5.67  0.000
C11 1.12 4.53 -7.04  0.000
C12 2.76 1.23 -0.33  0.010
F1 -3.57 -2.64 -0.15  0.000
H10 -4.12 -3.85 4.11  0.000
C13 0.68 3.51 -7.80  0.000
N1 0.93 -0.61 2.42  0.003
H11 3.88 7.31 -3.98  0.000
H12 1.84 5.25 -7.39  0.000
O2 -0.33 4.28 -5.16  0.001
H13 3.41 -0.33 3.43  0.000
C14 -2.30 -4.94 4.36  0.000
H14 -1.88 -0.98 -1.28  0.000
H15 0.13 2.68 -7.36  0.000
H16 3.08 -1.39 4.89  0.000
H17 -4.55 -4.85 1.98  0.000
H18 0.91 3.54 -8.86  0.000
O3 2.02 6.78 -3.12  0.000
H19 1.32 0.13 5.67  0.000
C15 -1.66 -1.28 -0.24  0.000
H20 -3.81 -6.19 3.83  0.000
C16 -2.13 -2.68 1.76  0.000
N2 -2.91 -3.63 2.39  0.000
O4 0.01 0.68 -1.38  0.063
O5 3.54 1.86 0.41  0.032
H21 1.56 1.22 4.19  0.000
N3 1.52 5.61 -4.95  0.000
C17 1.62 0.22 4.63  0.000
C18 2.82 7.36 -4.22  0.000
C19 1.25 5.73 -3.55  0.000
O6 2.93 1.19 -1.61  0.235
C20 -2.77 -6.05 2.11  0.000
C21 -0.56 -0.71 0.45  0.001
N4 -2.82 -6.12 3.60  0.000
H22 -0.86 -2.32 3.44  0.000
C22 -3.05 -3.72 3.85  0.000
H23 0.75 -1.77 4.23  0.000
C23 0.34 0.20 -0.28  0.007
H24 -2.45 -5.15 5.42  0.000
H25 -2.34 -6.98 3.91  0.000

Results
- LUMO level (spin up / spin down) (Ha) = -0.126 / -0.144
- multiplicity = 2
- net charge = +1
- expectation value of S² = 0.756

***

# 8
ORCA calculation (wB97M-V/def2-TZVPD) on a 2-piece molecular cluster, C3H3O3P overall in a non-equilibrium geometry.

Each line ends with the Löwdin charge.
Element x y z (Å)
C1 -0.74 1.69 -0.46  -0.065
H1 1.13 1.66 0.47  0.026
C2 1.25 -2.43 -0.47  -0.366
O1 1.07 -3.19 -1.30  0.257
O2 1.44 -1.70 0.46  0.042
H2 -1.70 0.99 -0.42  0.091
O3 -1.55 -0.74 0.82  -0.510
H3 -0.81 2.68 -0.85  0.052
P1 -0.27 -0.20 1.40  0.866
C3 0.18 1.23 0.34  -0.393

Results
- SMILES string = C=CP=O.O=C=O
- LUMO level (Ha) = -0.014
- energy relative to the best compared isomer or geometry (same formula, charge and spin) (kcal/mol) = 20.7
- multiplicity = 1

***

# 9
ORCA calculation (wB97M-V/def2-TZVPD) on a 2-piece molecular cluster, CH8N2S overall in a non-equilibrium geometry.

Each line ends with the Löwdin charge.
Element x y z (Å)
H1 0.27 0.20 -1.25  0.025
C1 -1.29 0.65 0.03  -0.381
H2 2.26 0.01 -0.38  -0.273
H3 -2.36 0.46 0.01  0.094
H4 2.96 -1.68 -0.06  -0.212
N1 -0.73 0.19 1.31  -0.018
S1 3.24 -0.69 -0.91  0.490
H5 -0.79 0.77 2.12  0.047
H6 -0.71 -0.79 1.54  0.050
N2 -0.71 0.04 -1.11  0.007
H7 -1.01 -0.89 -1.34  0.065
H8 -1.13 1.73 0.04  0.106

Results
- SMILES string = NCN.S
- LUMO level (Ha) = 0.035
- energy relative to the best compared isomer or geometry (same formula, charge and spin) (kcal/mol) = 7.5
- multiplicity = 1

***

| no. | total energy (hartree) |
| --- | --- |
| 1 | -4035.711149 |
| 2 | -336.744099 |
| 3 | -1643.106416 |
| 4 | -749.745300 |
| 5 | -632.434272 |
| 6 | -5139.221921 |
| 7 | -1814.841077 |
| 8 | -683.169251 |
| 9 | -550.567676 |